{
  "formula": "C37H53N12O5",
  "method": "ωB97M-V with the def2-TZVPD basis set",
  "charge": 1,
  "energy_ev": -67333.1700,
  "homo_lumo_gap_ev": 4.664,
  "elements": ["N", "C", "C", "O", "C", "C", "O", "N", "O", "C", "N", "C", "N", "N", "C", "C", "C", "O", "O", "H", "H", "H", "H", "H", "H", "H", "H", "H", "H", "H", "H", "H", "H", "H", "H", "H", "H", "N", "C", "C", "C", "C", "H", "H", "H", "H", "H", "N", "C", "C", "C", "C", "H", "H", "H", "H", "H", "N", "C", "C", "C", "C", "H", "H", "H", "H", "H", "N", "C", "C", "C", "C", "H", "H", "H", "H", "H", "N", "C", "C", "C", "C", "H", "H", "H", "H", "H", "N", "C", "C", "C", "C", "H", "H", "H", "H", "H", "N", "C", "C", "C", "C", "H", "H", "H", "H", "H"],
  "xyz": [[4.1172, 0.2025, 1.9372], [4.6885, -0.3615, 0.7094], [3.6901, -1.0460, -0.2515], [4.3552, -2.2144, -0.7164], [3.3300, -0.1970, -1.4880], [2.2280, 0.8955, -1.3635], [1.1524, 0.6103, -2.2221], [0.6169, -0.7285, -1.9801], [0.0033, -1.0856, -2.8791], [2.8034, 2.1891, -1.9338], [3.4285, 2.7943, -0.7331], [2.4410, 2.5211, 0.2245], [2.0947, 3.3992, 1.1859], [1.8732, 1.3499, 0.0166], [0.4957, 1.1118, 0.5152], [0.3087, -0.2556, 1.1941], [-0.7624, -1.1131, 0.5618], [-0.8479, -2.2842, 0.8199], [-1.6198, -0.4882, -0.2968], [4.3323, 1.1772, 2.0765], [3.1266, 0.0412, 2.0117], [5.2826, 0.3651, 0.1542], [5.3741, -1.1505, 1.0032], [2.8106, -1.4065, 0.2785], [4.6607, -2.1000, -1.6191], [3.0787, -0.8823, -2.2899], [4.2559, 0.2920, -1.7754], [2.0094, 2.8844, -2.2057], [3.4256, 2.0945, -2.8108], [4.3435, 2.4321, -0.4787], [2.6881, 3.6883, 1.9464], [1.2018, 3.8563, 1.0935], [0.2843, 1.8686, 1.2569], [-0.2386, 1.2557, -0.2659], [-0.0184, -0.1000, 2.2185], [1.2315, -0.8155, 1.2543], [-2.5086, -0.4776, 0.0817], [-0.7963, -4.7572, -0.7693], [-0.0431, -5.7161, -1.3902], [-0.7129, -6.1133, -2.5176], [-1.9177, -5.3623, -2.5802], [-1.9383, -4.5347, -1.4887], [-0.5522, -4.2878, 0.0819], [0.9006, -6.0321, -0.9795], [-0.3778, -6.8580, -3.2199], [-2.6788, -5.4245, -3.3408], [-2.6643, -3.8097, -1.1632], [0.5145, 3.9446, 4.0696], [0.2120, 3.3790, 5.2837], [0.0240, 4.3944, 6.1780], [0.2130, 5.6205, 5.4818], [0.5126, 5.3140, 4.1848], [0.7004, 3.4349, 3.2305], [0.1585, 2.3106, 5.4034], [-0.2251, 4.2758, 7.2185], [0.1336, 6.6138, 5.8899], [0.7203, 5.9457, 3.3367], [0.7110, -2.8818, -5.6840], [1.3215, -3.1563, -6.8807], [0.6560, -4.2023, -7.4580], [-0.3998, -4.5747, -6.5781], [-0.3412, -3.7418, -5.4939], [0.9907, -2.1642, -5.0455], [2.1717, -2.5863, -7.2151], [0.8962, -4.6535, -8.4059], [-1.1351, -5.3812, -6.7274], [-0.9527, -3.6877, -4.6081], [-4.0866, 8.4278, 2.3967], [-3.7899, 7.3573, 3.1967], [-2.4284, 7.2854, 3.3155], [-1.8819, 8.3587, 2.5586], [-2.9309, 9.0452, 2.0068], [-5.0112, 8.7184, 2.1375], [-4.5682, 6.7406, 3.6147], [-1.8864, 6.5490, 3.8836], [-0.8394, 8.6023, 2.4366], [-2.9534, 9.9163, 1.3754], [-3.9055, -7.9392, -6.5446], [-2.7363, -7.7732, -5.8550], [-2.2345, -6.5384, -6.1733], [-3.1418, -5.9338, -7.0877], [-4.1617, -6.8241, -7.2956], [-4.4872, -8.7554, -6.5067], [-2.3630, -8.5432, -5.2020], [-1.3337, -6.1312, -5.7867], [-3.0553, -4.9595, -7.5392], [-5.0429, -6.7599, -7.9098], [6.4810, -2.2763, 3.9231], [5.2305, -1.8044, 4.2306], [4.8482, -2.3921, 5.4082], [5.9057, -3.2449, 5.8264], [6.8983, -3.1505, 4.8908], [7.0134, -2.0225, 3.1132], [4.7226, -1.0959, 3.5900], [3.9127, -2.2289, 5.9172], [5.9333, -3.8560, 6.7124], [7.8611, -3.6274, 4.8301], [-6.5200, 4.9237, 2.1824], [-6.1445, 4.0824, 3.1955], [-7.2077, 3.2683, 3.4791], [-8.2648, 3.6300, 2.6002], [-7.8095, 4.6522, 1.8124], [-5.9372, 5.6308, 1.7744], [-5.1586, 4.1369, 3.6253], [-7.2278, 2.4992, 4.2326], [-9.2463, 3.1900, 2.5538], [-8.2898, 5.2073, 1.0254]],
  "forces_ev_per_a": [[-0.02, 0.37, -0.57], [-0.39, -0.27, 0.45], [0.92, -0.09, -0.51], [-0.24, -0.15, 0.02], [-0.20, -0.12, 1.42], [1.23, -0.48, -2.30], [-0.30, 0.40, 0.55], [-0.10, -0.68, 0.07], [0.00, 0.18, 0.08], [-0.17, 0.40, 0.52], [-0.11, 0.09, 0.17], [1.48, -0.36, 0.02], [-0.53, -0.34, 0.48], [-2.35, 1.31, -0.86], [0.12, -0.54, 1.04], [-0.21, 0.58, -0.63], [0.03, -1.58, 0.28], [-0.07, 0.88, -0.03], [0.18, 0.66, 0.47], [-0.04, 0.05, 0.12], [-0.10, 0.07, 0.13], [0.06, 0.19, 0.02], [0.12, -0.16, -0.05], [-0.13, 0.08, 0.10], [0.08, -0.05, -0.10], [-0.32, 0.07, -0.15], [0.15, 0.12, -0.16], [-0.24, -0.17, -0.10], [0.45, -0.22, 0.12], [0.18, 0.19, -0.10], [0.44, 0.39, -0.41], [-0.16, -0.10, 0.24], [0.17, 0.23, 0.06], [0.18, -0.04, -0.42], [-0.06, -0.03, 0.19], [0.03, -0.22, -0.04], [-0.23, -0.39, -0.28], [0.11, -0.06, -0.09], [-0.03, 0.02, -0.01], [0.02, 0.00, -0.01], [-0.04, 0.01, -0.02], [0.04, 0.05, 0.02], [-0.06, 0.01, 0.03], [-0.01, -0.04, 0.00], [0.00, 0.01, -0.02], [0.00, -0.03, -0.02], [-0.03, -0.02, 0.01], [-0.01, 0.03, 0.06], [0.02, 0.00, -0.04], [-0.03, 0.01, -0.01], [0.03, 0.00, 0.03], [0.09, -0.06, -0.05], [-0.05, -0.12, 0.02], [0.01, 0.00, 0.03], [0.00, 0.01, 0.01], [0.00, 0.01, 0.01], [-0.03, 0.04, 0.02], [-0.01, -0.04, -0.03], [0.09, 0.03, 0.00], [0.04, 0.15, 0.12], [0.10, 0.28, -0.88], [0.03, 0.05, 0.00], [-0.01, 0.04, -0.01], [0.02, 0.00, 0.00], [-0.01, -0.01, -0.02], [2.08, 2.61, -1.16], [0.01, -0.04, 0.02], [0.05, -0.04, 0.00], [-0.12, -0.05, -0.07], [0.01, -0.03, -0.05], [0.00, -0.04, -0.01], [-0.03, -0.01, -0.04], [-0.02, 0.06, 0.05], [-0.01, 0.05, 0.06], [-0.01, 0.01, 0.04], [0.00, 0.04, 0.02], [0.02, 0.01, 0.00], [0.04, 0.04, 0.03], [-0.28, -0.06, -0.16], [-1.47, -1.73, 0.81], [-0.20, -0.04, -0.01], [0.03, -0.09, 0.07], [-0.01, -0.02, -0.02], [0.02, 0.01, 0.01], [-0.46, -1.18, 1.25], [0.00, -0.01, -0.01], [0.01, 0.02, -0.02], [-0.05, 0.01, 0.05], [-0.06, -0.03, -0.01], [0.00, 0.00, -0.02], [-0.03, 0.00, 0.03], [0.02, 0.02, -0.07], [0.04, 0.00, 0.00], [0.20, -0.17, 0.18], [0.00, 0.00, 0.01], [0.00, 0.00, 0.01], [0.00, -0.01, 0.01], [0.01, -0.01, -0.02], [0.04, 0.04, -0.01], [0.01, -0.03, -0.02], [0.00, -0.02, 0.00], [0.03, 0.03, 0.01], [0.03, -0.01, -0.02], [0.00, 0.00, 0.02], [-0.01, 0.00, 0.01], [-0.01, 0.00, 0.00], [-0.02, 0.00, 0.00]]
}